1.
DFT (wB97M-V/def2-TZVPD) results for one molecule with the formula C2HF3O3S at a distorted geometry.

CARTESIAN COORDINATES (ANGSTROEM)
O -0.02 -2.36 -0.42
C -0.71 -1.62 0.17
S -0.61 0.26 -0.58
O -0.31 0.23 -2.04
O -1.79 0.92 -0.14
C 0.99 0.91 0.34
F 1.63 -0.18 0.73
F 0.52 1.62 1.36
F 1.74 1.67 -0.38
H -1.45 -1.47 0.96

Properties
Relative energy (zero: lowest compared OMol25 entry of this formula, charge and spin) = 0.5876 eV
Gap between HOMO and LUMO = 9.4 eV
M = 162.1 g/mol
Max |F| = 3.71 eV Å⁻¹
SMILES = O=CS(=O)(=O)C(F)(F)F

Atom charges from the natural (NBO) analysis, given in e for atoms 1 to 8: atom 1 (O): -0.39, atom 2 (C): 0.31, atom 3 (S): 1.78, atom 4 (O): -0.89, atom 5 (O): -0.91, atom 6 (C): 0.79, atom 7 (F): -0.31, atom 8 (F): -0.31



2.
DFT (wB97M-V/def2-TZVPD) results for a 3-piece molecular cluster, CH6NO overall at a distorted geometry.

CARTESIAN COORDINATES (ANGSTROEM)
C 0.65 0.07 0.51
N -0.25 -1.00 -0.10
O 1.67 0.29 -0.28
H -1.14 1.42 0.33
H -1.86 1.94 0.34
H -0.34 -1.88 0.51
H -1.16 -0.43 -0.18
H 0.07 -1.36 -1.01
H 2.37 0.96 -0.13

Properties
Relative energy (zero: lowest compared OMol25 entry of this formula, charge and spin) = 0.4863 eV
Expectation value of S² = 2.004
Net charge = +1
Gap between HOMO and LUMO (alpha / beta) = 9.5 / 11.0 eV
M = 48.1 g/mol
2S+1 = 3
Max |F| = 3.40 eV Å⁻¹

Atom charges from the natural (NBO) analysis, given in e for atoms 1 to 8: atom 1 (C): 0.52, atom 2 (N): -0.81, atom 3 (O): -0.69, atom 4 (H): -0.12, atom 5 (H): 0.11, atom 6 (H): 0.47, atom 7 (H): 0.48, atom 8 (H): 0.47



3.
DFT (wB97M-V/def2-TZVPD) results for one molecule with the formula C8H12 at a distorted geometry.

CARTESIAN COORDINATES (ANGSTROEM)
C 2.57 1.34 1.80
C 2.04 0.43 0.98
C 0.66 0.49 0.51
C -0.03 -0.41 -0.19
C 0.46 -1.82 -0.46
C -1.35 -0.07 -0.76
C -1.55 0.24 -2.03
C -2.57 0.03 0.19
H 1.90 2.11 2.16
H 3.58 1.36 2.18
H 2.56 -0.46 0.64
H 0.17 1.43 0.77
H 1.18 -1.74 -1.28
H -0.33 -2.51 -0.70
H 0.98 -2.12 0.45
H -0.87 0.46 -2.84
H -2.51 0.65 -2.36
H -3.33 -0.46 -0.41
H -2.51 -0.61 1.07
H -2.83 1.06 0.41

Properties
Relative energy (zero: lowest compared OMol25 entry of this formula, charge and spin) = 1.1724 eV
Gap between HOMO and LUMO = 9.3 eV
M = 108.2 g/mol
Max |F| = 1.86 eV Å⁻¹
SMILES = C=C/C=C(\C)C(=C)C

Atom charges from the natural (NBO) analysis, given in e for atoms 1 to 8: atom 1 (C): -0.38, atom 2 (C): -0.21, atom 3 (C): -0.24, atom 4 (C): 0.02, atom 5 (C): -0.65, atom 6 (C): 0.01, atom 7 (C): -0.41, atom 8 (C): -0.64



4.
DFT (wB97M-V/def2-TZVPD) results for C22H25AlN3O5P2S3 as an isolated structure at a distorted geometry.

CARTESIAN COORDINATES (ANGSTROEM)
C -1.93 5.33 -0.41
P -1.79 4.52 -2.02
C -0.36 5.29 -2.82
P -1.80 2.23 -2.13
C -2.61 1.96 -0.44
C -1.93 1.06 0.60
C -2.27 -0.46 0.49
S -0.83 -1.41 -0.11
C 0.27 -1.59 1.23
S 0.66 -0.46 2.33
N 0.90 -2.92 1.26
C 1.02 -3.36 2.63
C -0.18 -3.66 3.28
C -0.22 -4.05 4.59
C 0.96 -4.17 5.30
C 2.15 -3.91 4.66
C 2.19 -3.52 3.34
C 2.16 -2.92 0.53
C 3.22 -2.05 0.65
C 4.34 -2.23 -0.14
C 4.42 -3.24 -1.10
C 3.33 -4.08 -1.23
C 2.24 -3.90 -0.41
C -0.03 2.10 -1.47
O 0.16 3.02 -0.38
O 1.36 2.60 0.26
N -3.57 2.36 -2.80
C -4.18 3.36 -2.48
O -5.01 4.02 -1.99
N -1.94 0.42 -2.43
C -1.14 -0.15 -3.13
S 0.01 -0.94 -3.84
C -1.23 2.47 -4.01
O -2.13 2.45 -4.85
O -0.05 2.68 -4.30
H -2.96 5.60 -0.18
H -1.34 6.25 -0.38
H -1.59 4.73 0.44
H 0.56 4.71 -2.68
H -0.56 5.32 -3.89
H -0.25 6.32 -2.49
H -3.00 2.84 0.06
H -3.52 1.42 -0.70
H -2.37 1.33 1.57
H -0.86 1.14 0.77
H -2.57 -0.87 1.45
H -3.06 -0.58 -0.25
H -1.10 -3.56 2.72
H -1.18 -4.26 5.05
H 0.90 -4.45 6.34
H 3.06 -4.02 5.24
H 3.15 -3.32 2.87
H 3.21 -1.25 1.37
H 5.20 -1.59 -0.04
H 5.28 -3.37 -1.74
H 3.37 -4.84 -1.99
H 1.39 -4.56 -0.50
H 0.20 1.11 -1.08
H 0.76 2.32 -2.19
H 1.10 2.30 1.14
Al -0.02 -5.60 0.41

Properties
Relative energy (zero: lowest compared OMol25 entry of this formula, charge and spin) = 0.0000 eV
Net charge = +1
Gap between HOMO and LUMO = 4.9 eV
M = 596.6 g/mol
Max |F| = 7.74 eV Å⁻¹

Atom charges from the natural (NBO) analysis, given in e for atoms 1 to 8: atom 1 (C): -1.04, atom 2 (P): 1.08, atom 3 (C): -1.01, atom 4 (P): 1.21, atom 5 (C): -0.67, atom 6 (C): -0.43, atom 7 (C): -0.51, atom 8 (S): 0.33



5.
DFT (wB97M-V/def2-TZVPD) results for a 3-piece molecular cluster, C2H10N2O3 overall at a distorted geometry.

CARTESIAN COORDINATES (ANGSTROEM)
C -0.86 1.52 2.59
N -0.40 0.22 2.16
C 0.47 0.05 1.10
N 0.94 -1.19 0.69
O 1.05 1.02 0.64
H -0.43 1.94 3.53
H -1.91 1.48 2.86
H -0.75 2.25 1.79
H -0.50 -0.57 2.76
H 0.90 -1.92 1.38
H 1.83 -1.08 0.23
O 1.15 -4.59 -3.14
H 1.81 -4.92 -2.54
H 0.48 -5.28 -3.12
O -2.10 3.52 -2.86
H -1.27 3.39 -3.34
H -2.05 2.64 -2.45

Properties
Relative energy (zero: lowest compared OMol25 entry of this formula, charge and spin) = 1.0489 eV
Gap between HOMO and LUMO = 10.1 eV
M = 110.1 g/mol
Max |F| = 3.14 eV Å⁻¹
SMILES = CNC(N)=O.O.O

Atom charges from the natural (NBO) analysis, given in e for atoms 1 to 8: atom 1 (C): -0.41, atom 2 (N): -0.63, atom 3 (C): 0.77, atom 4 (N): -0.84, atom 5 (O): -0.67, atom 6 (H): 0.19, atom 7 (H): 0.19, atom 8 (H): 0.24



6.
DFT (wB97M-V/def2-TZVPD) results for one molecule with the formula C4H10O at a distorted geometry.

CARTESIAN COORDINATES (ANGSTROEM)
C 2.05 -0.10 0.03
O 0.85 -0.65 -0.48
C -0.21 -0.09 0.28
C -1.35 -1.15 -0.02
C -0.78 1.26 -0.16
H 2.02 1.07 0.04
H 2.86 -0.39 -0.68
H 2.06 -0.53 1.11
H 0.23 -0.09 1.35
H -2.24 -0.87 0.61
H -0.89 -2.10 0.08
H -1.65 -1.07 -1.06
H -0.26 2.29 0.32
H -0.67 1.20 -1.31
H -2.05 1.22 -0.11

Properties
Relative energy (zero: lowest compared OMol25 entry of this formula, charge and spin) = 2.3706 eV
Gap between HOMO and LUMO = 10.9 eV
M = 74.1 g/mol
Max |F| = 3.85 eV Å⁻¹
SMILES = COC(C)C

Atom charges from the natural (NBO) analysis, given in e for atoms 1 to 8: atom 1 (C): -0.26, atom 2 (O): -0.55, atom 3 (C): 0.08, atom 4 (C): -0.62, atom 5 (C): -0.67, atom 6 (H): 0.17, atom 7 (H): 0.20, atom 8 (H): 0.17



7.
DFT (wB97M-V/def2-TZVPD) results for a 2-piece molecular cluster, C14H16 overall at a distorted geometry.

CARTESIAN COORDINATES (ANGSTROEM)
C 1.93 0.56 -2.70
C 1.06 1.38 -1.89
C -0.27 0.96 -1.57
C -1.10 1.80 -0.82
C -0.68 3.09 -0.42
C 0.52 3.60 -1.04
C 1.40 2.70 -1.66
H 2.50 -0.30 -2.21
H 2.71 1.06 -3.35
H 1.26 0.17 -3.64
H -0.62 -0.02 -1.89
H -2.10 1.57 -0.53
H -1.43 3.72 0.07
H 0.72 4.65 -0.94
H 2.35 3.11 -1.96
C -0.38 -4.00 1.04
C -0.43 -2.56 1.50
C 0.61 -1.61 1.30
C 0.37 -0.24 1.40
C -0.81 0.20 2.03
C -1.67 -0.78 2.35
C -1.60 -2.14 2.16
H -0.31 -4.76 1.83
H 0.42 -4.31 0.40
H -1.27 -4.03 0.34
H 1.57 -2.06 0.91
H 1.22 0.34 1.45
H -0.99 1.23 2.30
H -2.59 -0.48 2.97
H -2.38 -2.84 2.57

Properties
Relative energy (zero: lowest compared OMol25 entry of this formula, charge and spin) = 2.0842 eV
Gap between HOMO and LUMO = 9.6 eV
M = 184.3 g/mol
Max |F| = 5.84 eV Å⁻¹
SMILES = Cc1ccccc1.Cc1ccccc1

Atom charges from the natural (NBO) analysis, given in e for atoms 1 to 8: atom 1 (C): -0.64, atom 2 (C): -0.05, atom 3 (C): -0.20, atom 4 (C): -0.20, atom 5 (C): -0.23, atom 6 (C): -0.20, atom 7 (C): -0.21, atom 8 (H): 0.23



8.
DFT (wB97M-V/def2-TZVPD) results for C22H30Cl10N2O4 as an isolated structure at a distorted geometry.

CARTESIAN COORDINATES (ANGSTROEM)
Cl -1.48 1.86 0.75
C -2.04 2.99 -0.59
C -0.95 3.58 -1.46
Cl 0.40 4.08 -0.53
H -2.59 3.78 -0.07
H -2.82 2.48 -1.16
H -1.28 4.49 -1.97
H -0.73 2.74 -2.13
Cl -0.20 -2.22 -3.62
C 1.08 -2.63 -2.53
C 2.23 -1.74 -2.95
Cl 2.84 -2.23 -4.56
H 1.19 -3.69 -2.76
H 0.63 -2.45 -1.56
H 3.03 -1.97 -2.24
H 2.13 -0.66 -3.03
Cl -2.73 -3.29 -1.83
C -1.97 -4.76 -1.15
C -1.01 -4.52 0.04
Cl 0.50 -3.74 -0.47
H -1.46 -5.37 -1.90
H -2.74 -5.49 -0.91
H -0.73 -5.51 0.40
H -1.34 -4.00 0.94
Cl -1.85 -1.62 -4.74
C -2.15 -0.68 -3.30
C -3.00 0.50 -3.58
Cl -2.80 1.86 -2.49
H -1.26 -0.34 -2.77
H -2.72 -1.38 -2.70
H -4.05 0.39 -3.86
H -2.58 0.85 -4.53
Cl -2.06 -1.76 1.26
C -1.35 -1.43 -0.37
C -0.54 -0.14 -0.32
Cl 0.35 0.09 -1.85
H -2.14 -1.21 -1.08
H -0.66 -2.23 -0.64
H 0.10 0.00 0.55
H -1.21 0.72 -0.28
C 1.35 4.89 3.61
C 0.06 4.36 3.58
C -0.16 3.15 2.91
C 0.89 2.57 2.23
C 2.17 3.09 2.32
C 2.45 4.35 2.95
N 0.68 1.43 1.37
O 1.35 1.31 0.32
O -0.19 0.59 1.66
H 1.45 5.84 4.12
H -0.71 4.97 4.03
H -1.10 2.61 2.97
H 2.99 2.57 1.85
H 3.43 4.81 3.00
C 1.24 -0.35 3.84
C 0.29 -1.02 3.13
C 0.60 -1.35 1.81
C 1.86 -1.07 1.27
C 2.73 -0.26 1.95
C 2.43 -0.01 3.30
N 2.23 -1.49 -0.11
O 1.31 -1.86 -0.91
O 3.40 -1.59 -0.40
H 1.08 -0.02 4.86
H -0.66 -1.34 3.53
H -0.14 -1.87 1.22
H 3.74 -0.04 1.65
H 3.22 0.39 3.91

Properties
Relative energy (zero: lowest compared OMol25 entry of this formula, charge and spin) = 28.2558 eV
Gap between HOMO and LUMO = 5.6 eV
M = 741.0 g/mol
Max |F| = 18.05 eV Å⁻¹

Atom charges from the natural (NBO) analysis, given in e for atoms 1 to 8: atom 1 (Cl): 0.03, atom 2 (C): -0.38, atom 3 (C): -0.45, atom 4 (Cl): -0.03, atom 5 (H): 0.21, atom 6 (H): 0.19, atom 7 (H): 0.24, atom 8 (H): 0.24



Q: Which of these has the lowest M?
A: CH6NO



Q: Which formula does entry 5 have?
A: C2H10N2O3



Q: Which formula does entry 7 have?
A: C14H16